# 1
# C3H6N2O

An isolated molecule of C3H6N2O (the ωB97M-V functional and the def2-TZVPD basis, the OMol25 dataset).

Summary:
M: 86.09 g/mol
LUMO: 0.01940 Ha
SMILES string: C=N/N=C/OC
Kohn-Sham gap: 9.745 eV
HOMO level: -0.3387 Ha

Last column: Löwdin charge in e.
Positions of all 12 atoms, in Å:
O 0.51690 1.84627 -0.29187  -0.18
N -1.27947 -1.00967 -0.66141  -0.14
N -0.38137 -0.45153 0.40135  0.04
C 1.60507 1.59947 0.74445  -0.08
C -0.51210 0.77685 -0.23244  -0.12
C -1.23767 -2.37277 -0.82777  -0.03
H 1.54124 0.46604 1.14026  0.10
H -0.53771 -2.88249 -0.17409  0.03
H 2.60694 2.13355 0.45835  0.11
H -1.24178 0.85755 -0.94875  0.07
H -2.07355 -3.11043 -1.23758  0.10
H 0.99349 2.14715 1.62950  0.11

# 2
# C3H6N2O

An isolated molecule of C3H6N2O (the ωB97M-V functional and the def2-TZVPD basis, the OMol25 dataset).

Summary:
M: 86.09 g/mol
LUMO (alpha / beta): -0.00896 / -0.00887 Ha
Kohn-Sham gap (alpha / beta): 7.752 / 7.971 eV
HOMO level (alpha / beta): -0.2938 / -0.3018 Ha

Last column: Löwdin charge in e.
Positions of all 12 atoms, in Å:
O -0.29477 1.51043 0.11215  0.02
N -2.20249 -0.41019 -0.58111  0.06
N -1.04327 -0.77138 -0.22481  -0.08
C -0.00664 0.14505 0.19757  -0.70
C 1.05234 -0.27979 1.09083  0.12
C 0.53444 -0.44964 -1.07836  0.12
H 1.91192 0.36776 1.19436  0.07
H -2.43492 0.50161 -0.14990  0.05
H 1.03647 -1.28142 1.49321  0.07
H -0.19855 1.88025 0.99799  0.11
H 0.95820 -1.43672 -1.13092  0.08
H 0.68727 0.22403 -1.92100  0.10